(1)
ORCA calculation (ωB97M-V with the def2-TZVPD basis set) on C8H6O4 in the gas phase at a distorted geometry.

The geometry in ORCA input format:
```
! RIJCOSX wB97M-V def2-TZVPD def2/J DEFGRID3
* xyz 0 1
O -2.98 -1.46 -0.04
O 1.88 -1.44 0.00
O -3.66 0.62 0.23
O 2.63 0.68 0.08
C -0.85 1.48 -0.17
C 3.05 -0.63 0.11
C 0.53 1.74 -0.02
C -1.29 0.18 0.06
C 0.88 -0.62 0.03
C -0.44 -0.94 -0.07
C 1.25 0.65 0.08
C -2.76 -0.08 0.04
H -0.72 -1.94 -0.13
H -1.63 2.27 -0.28
H 3.61 -0.74 -0.85
H -3.96 -1.55 -0.07
H 0.99 2.70 -0.01
H 3.46 -0.91 1.03
*
```

Values from the calculation:
LUMO energy (eV): 0.64
ΔE to the lowest compared entry with this formula, charge and spin (kcal/mol): 37.5
SMILES string: O=C(O)c1ccc2c(c1)OCO2
E (a.u.): -609.3765
Kohn-Sham gap (eV): 9.13

These are the Löwdin partial charges, in e, on atoms 1 to 4: O 0.040; O 0.087; O 0.160; O 0.050

=====

(2)
ORCA calculation (ωB97M-V with the def2-TZVPD basis set) on a 2-piece molecular cluster, C6H14O2 overall at a distorted geometry.

The geometry in ORCA input format:
```
! RIJCOSX wB97M-V def2-TZVPD def2/J DEFGRID3
* xyz 0 1
O 1.53 -0.24 -3.01
O 0.50 3.18 -1.80
C 0.53 -0.67 0.39
C -2.10 -1.30 1.92
C 1.98 -0.67 -1.69
C 1.13 -0.11 -0.66
C -0.05 0.19 1.49
C -1.60 0.08 1.54
H 2.96 -0.14 -1.70
H 0.73 -0.71 -3.24
H 0.26 1.23 1.44
H 0.41 -1.74 0.59
H 0.40 -0.08 2.48
H -1.91 0.42 0.56
H -1.55 -2.22 1.82
H 1.02 0.98 -0.76
H -1.94 0.86 2.27
H -3.02 -1.39 1.30
H -2.44 -1.19 2.97
H -0.14 2.44 -1.74
H 1.19 2.81 -2.39
H 2.11 -1.74 -1.80
*
```

Values from the calculation:
LUMO energy (eV): 0.81
ΔE to the lowest compared entry with this formula, charge and spin (kcal/mol): 47.9
SMILES string: CCC/C=C/CO.O
E (a.u.): -387.4312
Kohn-Sham gap (eV): 10.27

These are the Löwdin partial charges, in e, on atoms 1 to 4: O -0.101; O -0.076; C -0.094; C -0.118

=====

(3)
ORCA calculation (ωB97M-V with the def2-TZVPD basis set) on C11H12F3NO2 in the gas phase at a distorted geometry.

The geometry in ORCA input format:
```
! RIJCOSX wB97M-V def2-TZVPD def2/J DEFGRID3
* xyz 0 1
F 2.51 1.43 -1.20
F 1.92 2.01 0.70
F 3.75 0.88 0.29
O -2.40 -0.15 0.32
O -2.99 1.34 -1.02
N -1.43 -1.79 -1.20
C 2.65 1.05 -0.14
C -0.16 -1.66 -0.44
C 0.28 -2.65 0.27
C 1.68 -0.24 -0.01
C -2.58 0.31 -0.75
C -2.10 -0.71 -1.87
C -2.62 0.99 1.46
C -4.23 1.02 1.79
C 2.28 -1.53 0.80
C 1.52 -2.41 1.09
C 0.51 -0.26 -0.56
H -2.02 -2.48 -0.54
H 3.17 -1.29 1.50
H 0.23 0.47 -1.14
H -4.47 1.88 2.47
H -2.27 2.07 1.10
H 1.89 -3.46 1.74
H -2.89 -1.11 -2.24
H -4.88 1.30 0.91
H -2.18 0.66 2.33
H -1.47 -0.12 -2.77
H -4.62 -0.15 1.99
H -0.36 -3.56 0.65
*
```

Values from the calculation:
LUMO energy (eV): 0.77
ΔE to the lowest compared entry with this formula, charge and spin (kcal/mol): 124.4
SMILES string: CCOC(=O)CNc1cccc(C(F)(F)F)c1
E (a.u.): -930.8774
Kohn-Sham gap (eV): 8.81

These are the Löwdin partial charges, in e, on atoms 1 to 4: F 0.370; F 0.020; F 0.312; O 0.062

=====

(4)
ORCA calculation (ωB97M-V with the def2-TZVPD basis set) on an isolated ion of composition C3H6N5O2 and charge +1 at a distorted geometry.

The geometry in ORCA input format:
```
! RIJCOSX wB97M-V def2-TZVPD def2/J DEFGRID3
* xyz 1 3
O 2.94 -0.83 0.08
O 2.63 1.26 0.06
N 0.15 1.14 0.13
N -1.78 2.66 0.02
N 0.82 -0.01 0.03
N 2.28 0.14 0.06
N 0.82 -2.32 0.27
C -0.79 1.80 0.00
C 0.04 -1.21 0.00
C -1.28 -1.15 -0.16
H 0.35 -3.16 0.13
H -1.77 3.48 -0.66
H -1.91 -2.01 -0.38
H -2.00 -0.29 -0.41
H 1.80 -2.20 -0.08
H -2.29 2.73 0.89
*
```

Values from the calculation:
LUMO energy (alpha / beta) (eV): -4.01 / -7.78
E (a.u.): -541.5316
Kohn-Sham gap (alpha / beta) (eV): 4.82 / 6.80

These are the Löwdin partial charges, in e, on atoms 1 to 4: O 0.098; O 0.152; N 0.137; N 0.132

=====

(5)
ORCA calculation (ωB97M-V with the def2-TZVPD basis set) on a 2-piece molecular cluster, C10H13N3 overall at a distorted geometry.

The geometry in ORCA input format:
```
! RIJCOSX wB97M-V def2-TZVPD def2/J DEFGRID3
* xyz 0 1
N -0.66 2.77 1.76
N 1.07 1.88 3.39
N -0.02 0.72 1.33
C 0.15 -1.63 0.78
C -0.27 -1.46 -0.74
C -0.34 -0.12 -1.18
C -0.62 0.31 -2.39
C -0.75 -0.57 -3.43
C -0.17 -2.43 -1.78
C 0.16 1.86 2.12
C -0.36 -1.90 -3.06
C 1.04 -0.38 1.35
C -0.56 0.86 -0.09
H -1.24 1.43 -2.28
H 2.12 -0.18 0.93
H -1.82 0.88 0.21
H -0.39 -3.50 -1.51
H -0.42 3.50 2.55
H 1.27 3.25 3.05
H 1.00 -2.52 0.63
H -0.63 -1.83 1.56
H -0.23 1.84 -0.47
H 1.84 1.03 3.18
H -0.64 -2.58 -3.95
H 1.37 -0.66 2.46
H -0.88 -0.56 -4.43
*
```

Values from the calculation:
LUMO energy (eV): 0.18
ΔE to the lowest compared entry with this formula, charge and spin (kcal/mol): 170.5
E (a.u.): -552.8459
Kohn-Sham gap (eV): 8.85

These are the Löwdin partial charges, in e, on atoms 1 to 4: N 0.070; N 0.011; N -0.111; C -0.095

=====

(6)
ORCA calculation (ωB97M-V with the def2-TZVPD basis set) on C12H21NO8S in the gas phase at a distorted geometry.

The geometry in ORCA input format:
```
! RIJCOSX wB97M-V def2-TZVPD def2/J DEFGRID3
* xyz 0 1
S -0.65 2.77 -1.90
O 2.81 -1.70 1.35
O -1.54 3.46 -2.76
O -1.07 -0.60 -1.08
O -1.84 -1.54 0.85
O 0.96 0.19 -0.35
O 1.05 -1.72 2.75
O -1.61 1.96 -0.87
O 0.32 3.48 -1.14
N 0.12 1.61 -2.77
C -0.97 1.44 0.26
C 2.36 -1.20 2.60
C -1.83 -2.88 -1.18
C 1.71 -1.99 0.53
C 1.62 -1.03 -0.66
C -0.63 -0.92 1.18
C -0.39 0.03 -0.02
C 3.24 -1.77 3.71
C 0.49 -1.96 1.48
C -2.04 -1.50 -0.56
C 2.37 0.33 2.61
C -3.45 -0.97 -0.84
H 2.89 -1.41 4.67
H -3.69 -1.08 -1.89
H -0.78 -0.36 2.11
H 1.10 -1.52 -1.50
H -0.16 2.10 0.56
H -1.73 1.38 1.05
H 2.62 -0.74 -0.96
H 3.39 0.69 2.57
H -2.58 -3.56 -0.80
H 4.27 -1.46 3.54
H 1.90 0.68 3.53
H 1.82 0.72 1.76
H -4.16 -1.53 -0.24
H -0.01 -2.93 1.53
H -1.92 -2.81 -2.26
H 0.77 1.12 -2.18
H -0.84 -3.25 -0.93
H -3.50 0.08 -0.57
H 3.19 -2.85 3.69
H -0.54 0.99 -3.21
H 1.87 -3.00 0.13
*
```

Values from the calculation:
LUMO energy (eV): 0.46
ΔE to the lowest compared entry with this formula, charge and spin (kcal/mol): 4.8
SMILES string: CC1(C)O[C@@H]2[C@@H](CO[C@@]3(COS(N)(=O)=O)OC(C)(C)O[C@@H]23)O1
E (a.u.): -1524.7174
Kohn-Sham gap (eV): 10.53

These are the Löwdin partial charges, in e, on atoms 1 to 4: S 0.564; O 0.000; O -0.245; O 0.020

=====

(7)
ORCA calculation (ωB97M-V with the def2-TZVPD basis set) on a 10-piece molecular cluster, C45H107F9N8O21S3 overall at a distorted geometry.

The geometry in ORCA input format:
```
! RIJCOSX wB97M-V def2-TZVPD def2/J DEFGRID3
* xyz 4 1
S -2.77 -3.43 -0.67
S -5.60 -0.75 5.91
S -2.46 4.76 2.86
F -5.53 -1.04 3.19
F -3.48 6.47 1.04
F -3.11 -4.08 1.91
F -5.00 -3.54 0.85
F -3.83 4.33 0.51
F -5.02 5.40 2.12
F -7.46 -1.20 3.88
F -6.07 -2.85 4.16
F -4.14 -5.53 0.60
O -0.81 -1.58 6.88
O -1.46 -3.04 -0.17
O -1.72 -5.19 5.43
O 2.94 3.41 2.33
O -3.52 4.72 -3.12
O 0.50 4.80 -1.38
O -4.83 0.42 5.52
O -4.78 1.07 -0.36
O 5.54 1.58 -5.92
O 4.04 -0.49 -2.81
O -4.88 -1.83 6.58
O 4.26 2.43 -1.05
O 0.92 -4.19 -4.26
O -2.41 -3.57 -6.92
O -6.93 -0.51 6.57
O -2.64 -4.55 -1.61
O 4.45 -4.96 0.44
O -2.91 3.43 3.29
O -3.54 -2.30 -1.07
O -2.54 5.75 3.93
O -1.15 4.76 2.25
N -0.86 -2.25 -4.83
N -1.99 -0.85 3.28
N -2.78 -3.34 7.32
N 1.36 5.46 1.39
N -4.25 1.80 -3.01
N -0.80 0.00 1.55
N 5.32 -2.13 -0.59
N 6.47 1.59 -3.02
C 0.71 1.22 0.02
C -2.87 -5.60 6.20
C 5.70 -4.26 0.81
C 5.09 1.24 -7.26
C -3.54 0.61 -2.32
C -0.54 4.42 -2.30
C 3.17 0.47 -3.44
C 3.57 -5.02 1.58
C -2.53 -1.76 4.28
C -3.78 5.27 1.50
C -2.88 -4.85 7.52
C -2.28 -2.43 8.47
C 1.01 6.45 0.35
C -2.26 0.50 3.24
C -3.39 2.43 -4.11
C 1.47 -5.47 -3.88
C 2.37 5.83 2.46
C -0.16 -2.20 -3.46
C 5.61 2.43 -0.72
C -0.04 5.85 -0.58
C 0.33 -3.62 -3.09
C -0.10 -0.61 6.16
C -4.95 1.21 1.03
C -0.16 -0.06 0.26
C -3.77 3.89 -4.27
C -2.40 -2.59 -4.74
C 2.89 4.54 3.23
C 3.27 -1.29 -1.86
C -2.93 -3.66 -8.32
C 7.33 1.73 -4.25
C 4.04 -2.48 -1.38
C -3.04 -2.62 -6.13
C -1.63 -5.93 4.17
C -3.49 0.80 -0.84
C -1.41 1.06 2.23
C 3.68 3.72 -0.92
C 6.60 2.64 -1.87
C -1.55 -1.15 7.99
C -3.87 -4.19 0.78
C 6.82 1.07 -5.57
C 6.26 -3.32 -0.24
C -3.49 6.13 -3.23
C -6.23 -1.50 4.18
C 3.35 2.09 2.84
C -1.09 -1.11 2.27
H -0.72 -1.41 -5.37
H 2.60 -5.38 1.22
H -0.92 5.11 -3.05
H -3.11 -0.08 -0.34
H 5.89 2.96 0.19
H 2.17 4.14 3.96
H -4.18 -0.27 -2.44
H 2.37 -1.76 -2.26
H -2.99 -1.67 -6.67
H -2.97 -2.77 -8.94
H 6.73 0.69 -2.63
H 2.45 0.17 -4.20
H 4.03 -5.81 2.18
H 2.54 0.99 -2.73
H -2.34 -4.40 -8.85
H -4.09 -2.85 -5.96
H -2.46 6.30 -3.52
H 3.86 1.19 -3.88
H -2.59 -6.61 6.50
H -0.85 -0.37 -0.53
H -0.88 -5.42 3.57
H -0.38 6.67 -1.22
H -2.33 2.43 -3.84
H -2.05 -3.29 6.62
H 5.76 1.41 -0.36
H -1.95 -5.11 8.03
H 1.10 -3.64 -2.32
H 6.54 3.61 -2.37
H 5.00 -1.62 0.22
H -4.01 -3.83 -8.33
H 3.14 -0.71 -0.95
H -0.16 3.60 -2.91
H -0.65 0.29 5.90
H 4.02 1.43 -7.25
H -4.42 2.54 -2.35
H -2.31 -0.45 7.66
H -2.87 -1.83 -4.12
H -2.92 0.84 4.02
H 0.57 -0.86 0.35
H 1.96 6.65 3.03
H 3.60 -4.12 2.19
H -4.83 3.98 -4.52
H -1.88 -2.62 4.45
H -3.60 -2.94 6.88
H -1.58 -3.09 8.98
H 5.27 0.17 -7.37
H 2.63 3.52 -0.67
H -0.27 -2.96 -5.23
H 0.78 -0.26 6.69
H 7.63 2.33 -1.66
H -4.57 2.15 1.42
H -3.84 -4.95 8.02
H 3.75 4.79 3.85
H 5.61 -3.67 1.73
H 7.48 1.34 -6.40
H -0.92 5.53 -0.02
H 6.81 -0.02 -5.47
H 8.31 1.34 -4.00
H -3.30 4.28 -5.17
H -0.95 -0.67 8.77
H 3.24 6.32 2.01
H -1.31 -6.97 4.26
H -0.52 -4.14 -2.66
H 4.49 -3.00 -2.22
H -2.57 -3.53 -4.22
H -3.60 1.79 -4.96
H 5.50 1.42 -3.26
H 3.75 4.49 -1.68
H 1.57 1.33 0.68
H -5.18 1.56 -3.32
H -2.46 -5.74 3.50
H 6.57 -3.84 -1.14
H 7.08 -2.70 0.13
H -3.49 -2.14 3.95
H 0.61 7.23 0.99
H 3.47 1.36 2.04
H 2.55 1.74 3.49
H 0.10 2.12 0.04
H 1.45 -6.17 -4.71
H -4.13 6.53 -4.02
H 5.60 1.67 -8.13
H -3.77 -5.43 5.61
H 5.80 -1.55 -1.27
H -5.99 1.22 1.37
H -2.74 1.54 -0.56
H -4.45 0.40 1.56
H -1.31 2.10 1.95
H 7.46 2.80 -4.42
H 6.44 -5.01 1.11
H -0.85 -2.08 1.84
H 2.45 -5.23 -3.47
H -2.62 0.29 -2.80
H 1.87 6.73 -0.25
H 0.80 -6.05 -3.24
H -2.68 -1.30 5.26
H 0.70 -1.55 -3.61
H -3.79 6.66 -2.33
H -1.30 3.89 -1.72
H 0.23 -1.02 5.20
H 0.49 5.15 1.82
H 1.50 4.59 0.90
H 1.20 1.40 -0.94
H 3.93 4.20 0.03
H 4.36 2.22 3.24
H 3.45 -3.09 -0.69
H -3.15 -2.27 9.12
H -0.88 -1.77 -2.77
*
```

Values from the calculation:
LUMO energy (eV): -9.26
E (a.u.): -5888.5257
Kohn-Sham gap (eV): 5.30

These are the Löwdin partial charges, in e, on atoms 1 to 4: S 0.482; S 0.560; S 0.522; F 0.112

=====

(8)
ORCA calculation (ωB97M-V with the def2-TZVPD basis set) on C4H5NOS in the gas phase at a distorted geometry.

The geometry in ORCA input format:
```
! RIJCOSX wB97M-V def2-TZVPD def2/J DEFGRID3
* xyz 0 1
S -2.09 0.94 0.12
O 2.81 -0.80 -1.11
N 0.68 -0.03 -0.72
C 0.65 -0.72 0.42
C -0.16 -0.51 1.48
C -1.39 0.28 1.40
C 1.76 -0.23 -1.66
H -0.36 0.39 -0.95
H 1.64 -1.18 0.63
H 1.65 0.05 -2.67
H 0.03 -0.97 2.51
H -1.81 0.43 2.55
*
```

Values from the calculation:
LUMO energy (eV): -0.91
ΔE to the lowest compared entry with this formula, charge and spin (kcal/mol): 52.1
SMILES string: O=CN/C=C\C=S
E (a.u.): -683.5249
Kohn-Sham gap (eV): 8.06

These are the Löwdin partial charges, in e, on atoms 1 to 4: S 0.705; O -0.054; N 0.005; C -0.178

=====

(9)
ORCA calculation (ωB97M-V with the def2-TZVPD basis set) on H29MnO16P as an isolated structure at a distorted geometry.

The geometry in ORCA input format:
```
! RIJCOSX wB97M-V def2-TZVPD def2/J DEFGRID3
* xyz 3 7
Mn -13.11 -15.56 -28.80
P -11.14 -16.02 -26.99
O -12.94 -13.32 -25.76
O -10.17 -14.95 -26.41
O -9.89 -14.81 -23.85
O -13.17 -18.30 -24.99
O -12.71 -15.99 -30.86
O -15.15 -15.92 -25.70
O -8.93 -17.29 -24.53
O -11.06 -17.42 -26.15
O -12.63 -15.54 -26.93
O -9.97 -19.48 -26.95
O -13.35 -17.77 -28.49
O -10.47 -14.51 -31.35
O -7.80 -15.34 -26.94
O -9.69 -17.42 -30.20
O -11.15 -16.06 -28.51
O -10.33 -12.97 -27.91
H -7.68 -14.41 -27.16
H -12.80 -16.69 -31.50
H -9.62 -12.91 -28.55
H -13.54 -17.61 -24.44
H -9.56 -19.78 -26.13
H -10.03 -13.87 -23.71
H -9.11 -16.74 -30.55
H -9.28 -19.16 -27.54
H -9.04 -15.03 -23.46
H -14.25 -15.71 -25.96
H -10.96 -14.05 -30.67
H -12.63 -14.08 -26.25
H -10.34 -17.01 -29.62
H -12.14 -15.34 -31.28
H -7.32 -15.91 -27.55
H -12.38 -17.91 -25.37
H -13.44 -18.67 -28.80
H -15.07 -16.25 -24.81
H -9.56 -14.51 -31.04
H -8.74 -15.54 -26.91
H -8.33 -17.90 -24.95
H -13.27 -17.84 -27.54
H -9.80 -17.55 -24.84
H -9.83 -15.04 -24.78
H -11.17 -13.06 -28.38
H -10.24 -13.62 -27.22
H -9.17 -17.99 -29.63
H -10.53 -18.74 -26.68
H -13.43 -12.80 -26.40
*
```

Values from the calculation:
LUMO energy (alpha / beta) (eV): -10.48 / -11.20
ΔE to the lowest compared entry with this formula, charge and spin (kcal/mol): 64.4
E (a.u.): -2712.4469
Kohn-Sham gap (alpha / beta) (eV): 4.11 / 6.75

These are the Löwdin partial charges, in e, on atoms 1 to 4: Mn 1.125; P 0.265; O -0.037; O -0.347

=====

(10)
ORCA calculation (ωB97M-V with the def2-TZVPD basis set) on C35H34CdCl3N6O6S2Sb as an isolated structure.

The geometry in ORCA input format:
```
! RIJCOSX wB97M-V def2-TZVPD def2/J DEFGRID3
* xyz -2 1
Sb -1.65 -1.95 2.33
Cd -0.19 -1.05 -0.63
Cl 3.65 4.08 3.84
Cl 2.03 1.71 4.28
Cl 0.80 4.33 4.34
S 1.87 -0.71 0.93
S -1.71 0.98 0.10
O -2.09 3.09 -6.38
O -4.70 -6.07 -3.44
O 0.14 -4.71 -2.85
O -0.83 4.67 -5.51
O -6.28 -4.71 -2.56
O 0.57 -2.77 -1.82
N 3.88 0.99 0.33
N 1.56 3.22 1.03
N 1.49 0.27 -1.90
N 4.27 0.74 1.59
N 2.53 0.72 -1.41
N -2.05 -2.33 -1.43
C 6.06 2.38 1.44
C 0.83 1.08 -5.96
C -2.49 1.29 -2.53
C -0.83 -0.30 3.46
C 7.52 2.71 3.34
C 7.12 3.03 2.05
C -2.44 1.90 -3.77
C 2.06 3.34 3.59
C -1.62 3.01 -4.00
C -3.73 -1.38 2.41
C -1.56 0.10 4.73
C 2.80 0.38 -0.05
C -1.72 1.77 -1.47
C 1.29 0.59 -3.28
C -1.64 -3.35 3.98
C -1.47 3.67 -5.32
C -0.20 -3.68 -2.27
C 1.70 1.89 -5.25
C -4.00 -4.10 -2.32
C 5.37 1.38 2.13
C -2.65 -4.35 -2.54
C -4.51 -1.75 3.67
C 0.41 -0.22 -3.98
C 0.19 0.02 -5.33
C -0.88 3.51 -2.93
C -5.11 -5.07 -2.82
C -0.93 2.91 -1.69
C 1.78 3.27 2.15
C 6.85 1.70 4.01
C -4.34 -2.93 -1.64
C -0.22 -3.65 4.44
C -3.35 -2.08 -1.22
C 5.79 1.03 3.42
C 1.94 1.65 -3.91
C -1.70 -3.44 -2.07
H 5.73 2.64 0.44
H -2.14 -4.26 3.64
H -3.74 -0.31 2.23
H -1.65 -0.73 5.43
H -2.24 -2.95 4.80
H 7.63 3.81 1.50
H 3.76 0.05 2.12
H 5.26 0.25 3.96
H -0.20 -4.37 5.26
H -2.52 2.27 -6.09
H 0.27 -2.74 4.80
H 2.18 2.73 -5.74
H 0.39 -4.04 3.63
H -4.07 -1.32 4.57
H -2.34 -5.24 -3.06
H 0.64 1.28 -7.01
H 0.21 -0.57 3.66
H -5.39 -2.73 -1.46
H -4.19 -1.84 1.53
H 2.61 2.27 -3.33
H -0.78 0.53 2.75
H -2.56 0.47 4.52
H -3.56 -1.16 -0.68
H 7.15 1.42 5.02
H -0.24 4.37 -3.10
H -0.31 3.28 -0.88
H -0.06 -1.06 -3.48
H -3.11 0.42 -2.38
H 8.35 3.22 3.80
H -3.05 1.45 -4.56
H -1.03 0.91 5.26
H -5.54 -1.40 3.60
H -4.54 -2.83 3.81
H -0.49 -0.62 -5.88
*
```

Values from the calculation:
LUMO energy (eV): 3.26
ΔE to the lowest compared entry with this formula, charge and spin (kcal/mol): 0.0
E (a.u.): -4719.1844
Kohn-Sham gap (eV): 6.55

These are the Löwdin partial charges, in e, on atoms 1 to 4: Sb 1.316; Cd 1.108; Cl 0.630; Cl 0.641